Record 1
ORCA calculation (the ωB97M-V functional and the def2-TZVPD basis) on a structure of composition C24H38As2AuN2O8P2S.

Values from the calculation:
multiplicity: 3
ΔE to the lowest compared entry with this formula, charge and spin: 4.33 kJ/mol
net charge: +3
largest force on an atom: 0.011 hartree/bohr
⟨S²⟩: 2.013

Last column: Mulliken spin population.
Element x y z (Å)
Au  -1.1727  0.0861  0.4952  0.005
As  3.6043  3.6349  0.0835  0.529
As  0.5918  1.3063  -0.7195  -0.004
S  0.5522  -3.3424  -0.1519  0.439
P  -2.9145  -1.0892  1.4949  0.017
P  -1.9965  -3.5690  -0.8207  0.429
O  -1.5429  3.0624  -1.2916  0.001
O  4.0402  2.2619  -1.8876  0.178
O  1.9274  6.5052  -1.0693  0.000
O  -0.6463  5.1111  -1.5234  0.010
O  1.1876  5.8546  0.9151  0.003
O  1.0998  1.5276  2.1349  -0.001
O  2.9835  2.4375  2.9839  -0.001
O  3.4009  0.1541  -2.2470  0.012
N  1.6532  -5.1972  1.3653  0.028
N  -0.6656  -5.1389  1.4480  0.012
C  0.7294  3.2962  -0.7831  0.024
C  0.4751  -4.6459  0.9625  -0.088
C  0.4957  0.9145  -2.6136  0.001
C  2.3409  1.9995  2.0766  -0.001
C  -2.8319  3.5976  -1.7026  0.000
C  -2.0610  -5.2202  -1.5620  0.034
C  -0.6117  -6.1791  2.2704  -0.001
C  1.5354  5.6018  -0.2029  -0.017
C  2.1105  6.1580  -2.4585  0.000
C  -4.0734  -1.9686  0.3845  -0.019
C  0.4473  1.5855  3.4348  0.002
C  -0.5514  3.9539  -1.2377  0.002
C  -1.9495  -2.4468  -2.2500  0.025
C  0.5735  -6.7992  2.6755  -0.001
C  -3.6722  -3.3637  -0.0935  0.084
C  4.2751  0.0604  -3.4240  0.000
C  -2.3761  -2.3279  2.7022  -0.010
C  2.9183  1.9541  0.6842  -0.003
C  1.7272  -6.2580  2.1963  -0.003
C  1.7476  4.1088  -0.4748  0.080
C  -4.0007  0.0365  2.4066  0.001
C  4.1091  4.8623  1.4936  0.100
C  2.4968  1.2324  -0.3628  0.035
C  3.3905  1.2630  -1.5833  0.032
H  -2.8182  -5.2206  -2.3485  0.011
H  -3.0475  4.5058  -1.1483  0.000
H  1.1881  1.5970  4.2273  0.000
H  3.7611  -0.5939  -4.1181  0.000
H  -4.5230  0.7011  1.7186  0.000
H  -0.1580  2.4876  3.4708  0.000
H  4.4372  1.0429  -3.8538  -0.004
H  -4.9964  -2.0587  0.9624  0.003
H  2.7171  -6.6176  2.4413  0.000
H  5.0165  4.4686  1.9465  -0.005
H  2.5075  -4.7939  0.9986  0.012
H  -1.7930  -1.8457  3.4866  0.001
H  -2.3150  -5.9717  -0.8162  0.001
H  1.1423  1.5765  -3.1864  0.002
H  -3.2514  -2.7985  3.1530  0.000
H  -4.2916  -1.3090  -0.4574  0.000
H  -1.0378  -2.6419  -2.8171  -0.003
H  2.5486  5.1644  -2.5655  -0.002
H  -3.7440  -4.0770  0.7299  0.007
H  -2.8090  -2.6399  -2.8940  0.007
H  -3.5534  2.8206  -1.4768  0.000
H  -2.8114  3.8118  -2.7680  0.000
H  4.2958  5.8337  1.0386  -0.006
H  3.2840  4.9038  2.2042  0.031
H  -0.1717  0.6963  3.4986  0.000
H  -1.5650  -6.5400  2.6394  0.001
H  -1.0943  -5.4634  -2.0014  -0.005
H  -1.9580  -1.4006  -1.9397  0.002
H  -0.5374  1.0691  -2.9197  0.000
H  5.2125  -0.3809  -3.1003  0.000
H  -4.3695  -3.6952  -0.8691  0.012
H  -4.7325  -0.5393  2.9743  0.000
H  2.7871  6.9032  -2.8608  -0.001
H  1.1492  6.2041  -2.9610  0.000
H  0.7749  -0.1236  -2.7866  0.000
H  -1.7576  -3.0861  2.2189  0.001
H  0.5807  -7.6526  3.3361  0.000
H  -3.4136  0.6434  3.0952  0.000



Record 2
ORCA calculation (the ωB97M-V functional and the def2-TZVPD basis) on a cluster of 3 separate species, C4H13NO2 in total.

Values from the calculation:
multiplicity: 1
ΔE to the lowest compared entry with this formula, charge and spin: 68.65 kJ/mol
net charge: 0
largest force on an atom: 0.018 hartree/bohr
SMILES string: C=C(N)CC.O.O

Last column: Mulliken charge in e.
Element x y z (Å)
O  -2.7657  -2.0455  -1.1636  -0.634
O  -0.6020  -4.3480  -0.3132  -0.615
N  -0.4442  0.0773  -0.6354  -0.397
C  -0.0038  1.1734  0.0636  0.705
C  2.1158  2.4047  0.9815  -1.271
C  -0.7975  2.1453  0.5265  -1.122
C  1.4972  1.2670  0.1357  -0.309
H  -0.9056  -5.1094  0.1943  0.310
H  0.0967  -0.7689  -0.6143  0.155
H  -2.3080  -2.6102  -0.5231  0.326
H  -3.1163  -2.6256  -1.8484  0.311
H  3.0808  2.1249  1.3736  0.341
H  2.2389  3.2772  0.3453  0.308
H  -1.8782  2.0757  0.4318  0.271
H  -0.4115  3.0105  1.0328  0.232
H  -1.4070  -0.0281  -0.9098  0.169
H  1.4855  2.6883  1.8243  0.341
H  1.8057  1.4874  -0.8862  0.243
H  1.9758  0.3227  0.3845  0.327
H  0.3433  -4.5186  -0.3998  0.309



Record 3
ORCA calculation (the ωB97M-V functional and the def2-TZVPD basis) on a cluster of 2 separate species, S2 in total at a distorted geometry.

Values from the calculation:
multiplicity: 1
ΔE to the lowest compared entry with this formula, charge and spin: 764.16 kJ/mol
net charge: 0
largest force on an atom: 0.046 hartree/bohr

Last column: Mulliken charge in e.
Element x y z (Å)
S  -0.5318  -0.3901  -1.7573  0.000
S  0.5318  0.3901  1.7573  0.000



Record 4
ORCA calculation (the ωB97M-V functional and the def2-TZVPD basis) on a structure of composition C5H5NO2 at a distorted geometry.

Values from the calculation:
multiplicity: 1
ΔE to the lowest compared entry with this formula, charge and spin: 472.28 kJ/mol
net charge: 0
largest force on an atom: 0.044 hartree/bohr

Last column: Mulliken charge in e.
Element x y z (Å)
O  1.7482  0.8268  -0.2274  -0.239
O  -2.2733  -0.9525  -0.4647  -0.521
N  2.1888  -0.4636  -0.2457  -0.326
C  1.2633  -1.3357  -0.0114  -0.369
C  -1.3621  -0.3354  0.0222  0.460
C  0.3155  0.6669  -0.3642  -0.134
C  -1.0244  1.2752  0.1219  -0.613
C  0.0639  -0.6289  0.4068  0.114
H  0.1222  -0.4616  1.5017  0.289
H  -1.6385  1.9168  -0.5104  0.311
H  1.4172  -2.4205  -0.0292  0.393
H  0.2001  0.3742  -1.3729  0.361
H  -1.0208  1.5384  1.1734  0.274



Record 5
ORCA calculation (the ωB97M-V functional and the def2-TZVPD basis) on the molecule C5H14B3NO5 at a distorted geometry.

Values from the calculation:
multiplicity: 1
net charge: 0
E: -19172.8707 eV
largest force on an atom: 0.034 hartree/bohr
SMILES string: CCB(O)[C@H](OC(=O)B(N)O)B(C)O

Last column: Mulliken charge in e.
Element x y z (Å)
O  2.9041  1.4141  -1.1726  -0.565
O  -0.0712  1.3421  -1.1493  -0.337
O  -0.0211  1.6935  1.0766  -0.528
O  0.1699  -2.1448  -1.6761  -0.568
O  -2.6009  -0.5333  0.6791  -0.612
N  2.8943  2.0322  1.2042  -0.505
C  0.4944  -1.5485  0.7310  -0.062
C  -0.8530  0.1164  -1.1242  -0.157
C  0.5850  1.5813  0.0118  0.336
C  0.8190  -3.0349  0.9146  -1.497
C  -3.1152  1.6025  -0.6161  -0.959
B  -0.0494  -1.2062  -0.7061  0.606
B  -2.2037  0.3609  -0.2959  0.356
B  2.2176  1.6868  -0.0090  0.501
H  -2.7062  -0.0874  1.5174  0.299
H  -1.1837  -0.0334  -2.1540  0.115
H  -3.5101  1.9885  0.3185  0.294
H  1.3040  -3.1909  1.8722  0.418
H  2.3238  1.8277  2.0117  0.262
H  1.4396  -1.0088  0.8401  0.139
H  -2.5688  2.3885  -1.1198  0.281
H  -0.0888  -3.6242  0.9019  0.339
H  1.4948  -3.3917  0.1503  0.323
H  3.0997  0.4786  -1.2174  0.311
H  0.1272  -1.7491  -2.5456  0.320
H  -0.1659  -1.2097  1.5172  0.310
H  3.2122  2.9881  1.2642  0.252
H  -3.9476  1.2620  -1.2246  0.327



Record 6
ORCA calculation (the ωB97M-V functional and the def2-TZVPD basis) on a cluster of 3 separate species, C16H21BF5N2O12 in total at a distorted geometry.

Values from the calculation:
multiplicity: 1
net charge: -1
E: -58742.6184 eV
largest force on an atom: 0.162 hartree/bohr

Last column: Mulliken charge in e.
Element x y z (Å)
F  -2.1201  5.5517  -2.5857  -0.286
F  -4.2201  -2.4334  1.7802  -0.317
F  4.4385  -1.0535  -2.6881  -0.278
F  5.6268  -3.1152  -2.4688  -0.298
F  3.2566  -3.2276  -2.7755  -0.244
O  -0.5223  -2.6569  -1.9874  -0.544
O  -4.7794  -1.9188  3.8868  -0.325
O  1.5344  2.3166  -0.2853  -0.409
O  -1.5357  4.4344  0.5880  -0.219
O  0.8493  -2.5928  1.4975  -0.769
O  -3.6357  -3.5507  4.9540  -0.306
O  -0.4198  1.7243  -2.5727  -0.552
O  -2.6794  6.0663  -0.4792  -0.313
O  -5.0561  -2.2018  6.1347  -0.562
O  -0.7974  -0.8642  1.7826  -0.705
O  -2.9561  5.7833  1.7687  -0.573
O  1.4920  1.1348  1.9481  -0.600
N  2.0050  -1.1611  -0.8107  0.350
N  -0.3289  -0.2583  -1.1507  0.385
C  -2.4374  5.4555  0.7145  0.567
C  0.8772  -0.1781  -3.6973  -0.634
C  -3.7361  -2.3433  3.0393  0.563
C  -3.3821  -3.6903  3.5705  -0.507
C  0.8559  -0.3899  -0.2016  -0.351
C  3.2737  -1.0823  0.0085  -0.214
C  -2.6148  -1.6715  -0.8907  -0.868
C  4.1894  -2.4037  -0.4530  -0.963
C  -1.6361  5.6418  -1.3266  0.444
C  0.0375  0.4484  -2.4365  0.389
C  -1.0290  -1.5780  -1.3857  0.307
C  4.3328  -2.4478  -2.1182  0.872
C  -1.2821  4.2948  -0.7955  -0.077
C  -4.5374  -2.5297  5.0805  0.623
C  2.9482  2.7221  -0.2603  -0.700
C  0.2865  -1.2986  1.0819  0.318
B  1.2907  1.0690  0.4642  0.763
H  -2.8480  -2.6961  -0.3430  0.200
H  -3.3614  -1.6215  -1.8064  0.395
H  3.1208  -1.2130  1.1694  0.268
H  -2.9163  -1.6179  3.0728  0.267
H  0.8729  0.5432  -4.6215  0.328
H  -2.3352  -3.9473  3.3878  0.292
H  3.9519  -0.1440  -0.2685  0.090
H  1.8038  -2.1875  -0.9018  0.310
H  3.3507  2.8700  0.8464  0.276
H  -4.0153  -4.4859  3.1639  0.269
H  3.6531  -3.4006  -0.0738  0.355
H  5.2800  -2.3185  0.0219  0.325
H  3.0429  3.7943  -0.7753  0.219
H  -0.2352  4.0378  -0.9781  0.003
H  0.5671  -1.2965  -3.9758  0.253
H  2.0142  -0.2419  -3.3401  0.026
H  -0.8163  6.3672  -1.2932  0.284
H  3.6309  1.9713  -0.8850  0.167
H  -1.9153  3.4992  -1.2021  0.192
H  -2.8772  -0.7320  -0.2141  0.195
H  2.4434  0.8241  2.0863  0.319